Record 1
Here is the molecule C7H6FNO2 at a distorted geometry from the OMol25 dataset. Energies are from ωB97M-V/def2-TZVPD.

Each line ends with the natural charge from an NBO analysis.
Element x y z (Å)
C 0.883 -0.968 -0.312  0.64
C -0.021 0.212 -0.328  -0.27
C -0.263 0.835 -1.495  -0.12
C -1.053 2.014 -1.597  -0.22
C -1.511 2.484 -0.339  -0.18
C -1.341 1.906 0.800  -0.29
C -0.510 0.745 0.812  0.45
H 2.219 -2.870 0.045  0.49
H -0.173 -2.150 1.090  0.39
H 0.265 0.295 -2.458  0.24
H -1.112 2.650 -2.338  0.21
H -2.209 3.344 -0.251  0.22
H -1.611 2.402 1.716  0.23
N 0.347 -2.143 0.237  -0.32
O 1.191 -3.157 0.417  -0.56
O 1.977 -0.948 -0.733  -0.58
F -0.251 0.090 1.981  -0.33

As for the HOMO-LUMO gap: 9.988 eV. For the total energy, the calculation gives -15655.661 eV. The largest force on an atom comes out at 7.12 eV/Å. The relative energy (zero: lowest compared OMol25 entry of this formula, charge and spin) comes out at 223.7 kJ/mol. As for the structure (SMILES): O=C(NO)c1ccccc1F.



Record 2
Here is the molecule C7H6FNO3 at a distorted geometry from the OMol25 dataset. Energies are from ωB97M-V/def2-TZVPD.

Each line ends with the natural charge from an NBO analysis.
Element x y z (Å)
C 0.008 0.372 0.616  -0.22
C -2.432 1.238 0.637  -0.25
C -1.215 0.753 -0.096  0.16
C -2.519 0.052 0.115  0.42
C 0.888 -1.418 -0.617  -0.37
C 0.457 -1.037 0.766  -0.15
C 1.291 -0.116 -0.046  0.02
N 2.615 0.273 0.067  0.52
O 2.798 1.374 0.586  -0.38
O 3.423 -0.494 -0.444  -0.38
O -1.025 1.436 -1.374  -0.73
F -3.182 -1.026 -0.237  -0.27
H 0.272 0.860 1.569  0.25
H -2.977 2.039 1.033  0.23
H 1.514 -2.273 -0.592  0.25
H 0.139 -1.292 -1.558  0.20
H 0.716 -1.560 1.678  0.24
H -0.772 0.819 -2.103  0.47

As for the HOMO-LUMO gap: 10.209 eV. For the total energy, the calculation gives -17697.567 eV. The largest force on an atom comes out at 4.21 eV/Å. The relative energy (zero: lowest compared OMol25 entry of this formula, charge and spin) comes out at 372.2 kJ/mol. As for the structure (SMILES): O=[N+]([O-])[C@]12C[C@@H]1[C@@H]2[C@]1(O)C=C1F.



Record 3
Here is a cluster of 2 separate species, C7H6FNO4S in total at a distorted geometry from the OMol25 dataset. Energies are from ωB97M-V/def2-TZVPD.

Each line ends with the natural charge from an NBO analysis.
Element x y z (Å)
C 1.050 -0.573 -2.755  -0.18
C 1.333 0.547 -1.942  -0.18
C 0.452 -1.657 -2.132  -0.19
C 0.878 0.598 -0.599  -0.19
C 0.064 -1.664 -0.777  -0.19
C 0.234 -0.520 -0.078  -0.28
C -1.155 1.488 2.434  0.27
N -1.907 1.498 1.301  0.41
O -2.971 0.907 1.373  -0.37
O -1.466 1.946 0.259  -0.40
O 1.454 -0.665 2.364  -0.84
O -0.823 -1.702 2.115  -0.86
F -0.133 2.380 2.598  -0.31
S 0.150 -0.698 1.732  1.93
H 1.338 -0.690 -3.736  0.22
H 1.840 1.429 -2.495  0.23
H 0.414 -2.567 -2.609  0.21
H 0.816 1.536 -0.127  0.25
H -0.119 -2.702 -0.283  0.26
H -1.449 1.112 3.356  0.21

As for the HOMO-LUMO gap (spin up / spin down): 7.331 / 7.831 eV. For the total energy, the calculation gives -30581.898 eV. The largest force on an atom comes out at 4.86 eV/Å. The relative energy (zero: lowest compared OMol25 entry of this formula, charge and spin) comes out at 117.1 kJ/mol.



Record 4
Here is the molecule C7H6FNOS at a distorted geometry from the OMol25 dataset. Energies are from ωB97M-V/def2-TZVPD.

Each line ends with the natural charge from an NBO analysis.
Element x y z (Å)
C 1.445 -1.129 -1.644  -0.20
C 1.899 -0.636 -0.413  -0.20
C 0.145 -0.905 -2.010  -0.21
C 1.058 0.055 0.400  -0.20
C -0.723 -0.227 -1.194  -0.19
C -0.270 0.152 0.078  -0.08
C -1.198 0.811 1.060  0.67
N -1.517 -0.272 1.918  -0.53
O -0.712 1.923 1.737  -0.75
F -2.381 1.303 0.428  -0.36
S -0.911 -0.321 3.367  0.40
H 2.177 -1.744 -2.355  0.22
H 2.915 -0.765 -0.021  0.22
H -0.437 -1.145 -2.953  0.22
H 1.483 0.354 1.314  0.23
H -1.668 -0.170 -1.624  0.23
H -1.306 2.714 1.911  0.52

As for the HOMO-LUMO gap (spin up / spin down): 7.156 / 7.157 eV. For the total energy, the calculation gives -24443.919 eV. The largest force on an atom comes out at 3.48 eV/Å. The relative energy (zero: lowest compared OMol25 entry of this formula, charge and spin) comes out at 26.6 kJ/mol. As for the structure (SMILES): O[C@](F)(N=S)c1ccccc1.



Record 5
Here is the molecule C7H6FNS at a distorted geometry from the OMol25 dataset. Energies are from ωB97M-V/def2-TZVPD.

Each line ends with the natural charge from an NBO analysis.
Element x y z (Å)
C 1.891 -1.919 0.542  0.28
C -0.574 -0.900 -0.538  -0.22
C -0.655 -0.278 0.731  -0.21
C 0.639 -1.101 -1.114  -0.16
C 0.455 0.425 1.174  -0.23
C 1.948 -0.770 -0.383  -0.39
C 1.670 0.551 0.390  0.28
N 1.703 -2.929 1.049  -0.30
F 2.793 0.866 1.051  -0.33
S 1.302 2.007 -0.747  -0.09
H -1.523 -1.359 -0.767  0.23
H -1.582 -0.480 1.285  0.23
H 0.606 -1.410 -2.114  0.23
H 0.317 1.021 2.031  0.23
H 2.975 -0.772 -0.909  0.29
H 2.094 2.988 -0.032  0.17

As for the HOMO-LUMO gap: 8.444 eV. For the total energy, the calculation gives -22396.190 eV. The largest force on an atom comes out at 3.82 eV/Å. The relative energy (zero: lowest compared OMol25 entry of this formula, charge and spin) comes out at 7.0 kJ/mol. As for the structure (SMILES): N#C[C@H]1C=CC=C[C@]1(F)S.



Record 6
Here is a structure of composition C7H6IN2O2 at a distorted geometry from the OMol25 dataset. Energies are from ωB97M-V/def2-TZVPD.

Each line ends with the natural charge from an NBO analysis.
Element x y z (Å)
C -2.025 -1.632 -0.849  -0.37
C -1.496 -0.852 0.214  0.10
C -0.994 -1.967 -1.737  -0.14
C 0.565 -1.166 -0.742  0.10
C 0.190 1.122 0.346  0.88
C -0.090 -0.599 0.402  -0.47
C 1.184 2.833 1.716  -0.24
N 1.851 -2.216 -2.276  -0.01
N 1.533 -1.586 -1.382  -0.01
O -0.254 1.765 -0.547  -0.53
O 0.884 1.437 1.402  -0.49
I -0.423 -2.982 -3.328  0.69
H -3.021 -1.988 -1.200  0.29
H -2.042 -0.482 1.070  0.24
H 0.361 -1.024 1.338  0.33
H 0.583 3.025 2.565  0.21
H 0.926 3.426 0.967  0.20
H 2.268 2.884 2.040  0.22

As for the HOMO-LUMO gap (spin up / spin down): 6.568 / 6.558 eV. For the total energy, the calculation gives -22518.005 eV. Its total charge is +1. The largest force on an atom comes out at 5.56 eV/Å. The relative energy (zero: lowest compared OMol25 entry of this formula, charge and spin) comes out at 366.2 kJ/mol.



Record 7
Here is a structure of composition C7H6MnO6S at a distorted geometry from the OMol25 dataset. Energies are from ωB97M-V/def2-TZVPD.

Each line ends with the natural charge from an NBO analysis.
Element x y z (Å)
O 0.037 3.678 0.568  -0.42
C 0.009 2.733 -0.082  0.46
Mn 0.058 -0.542 -0.783  0.33
O 0.043 0.039 -3.639  -0.25
C 0.059 -0.164 -2.480  0.46
C 0.045 -2.099 -0.393  0.43
O 0.035 -3.209 -0.206  -0.29
C -1.675 -0.185 -0.298  0.45
O -2.842 -0.046 -0.033  -0.32
C 1.781 -0.207 -0.258  0.46
O 2.918 -0.058 0.079  -0.32
C 0.560 0.762 4.386  -0.78
S -0.230 0.160 2.857  1.34
C -0.025 -1.615 3.164  -0.80
O -1.678 0.478 2.975  -0.49
H 1.516 0.255 4.519  0.28
H -0.126 0.550 5.218  0.30
H 0.715 1.837 4.270  0.29
H 0.051 -1.770 4.248  0.30
H -0.899 -2.137 2.746  0.29
H 0.887 -1.942 2.656  0.27

As for the HOMO-LUMO gap (spin up / spin down): 9.338 / 6.706 eV. For the total energy, the calculation gives -61771.304 eV. Its total charge is +2. The largest force on an atom comes out at 12.03 eV/Å. As for the spin multiplicity: 6. The relative energy (zero: lowest compared OMol25 entry of this formula, charge and spin) comes out at 61.2 kJ/mol.



Record 8
Here is a cluster of 2 separate species, C7H6N2O2S in total at a distorted geometry from the OMol25 dataset. Energies are from ωB97M-V/def2-TZVPD.

Each line ends with the natural charge from an NBO analysis.
Element x y z (Å)
C -2.639 0.348 -0.267  -0.20
C -1.871 1.040 0.698  -0.21
C -2.069 -0.692 -0.958  -0.20
C -0.593 0.677 0.971  -0.21
C -0.755 -1.073 -0.789  -0.21
C 0.015 -0.370 0.176  0.12
C 2.278 -1.285 -0.168  -0.08
N 1.387 -0.488 0.294  -0.41
N 2.516 1.487 0.395  0.68
O 1.714 2.276 0.604  -0.19
O 3.640 1.197 0.299  -0.21
S 2.180 -2.854 -0.673  -0.20
H -3.597 0.615 -0.611  0.22
H -2.395 1.904 1.261  0.22
H -2.685 -1.295 -1.566  0.21
H 0.014 1.213 1.689  0.22
H -0.345 -1.907 -1.183  0.24
H 3.205 -0.795 -0.173  0.19

As for the HOMO-LUMO gap (spin up / spin down): 5.882 / 5.888 eV. For the total energy, the calculation gives -25260.221 eV. The largest force on an atom comes out at 4.81 eV/Å. The relative energy (zero: lowest compared OMol25 entry of this formula, charge and spin) comes out at 561.7 kJ/mol.



Record 9
Here is a structure of composition C7H6N2O3 at a distorted geometry from the OMol25 dataset. Energies are from ωB97M-V/def2-TZVPD.

Each line ends with the natural charge from an NBO analysis.
Element x y z (Å)
C -2.454 0.161 -0.295  0.94
C 3.526 0.782 1.332  -0.37
C 2.331 0.193 1.483  -0.22
C 1.495 -0.221 0.373  -0.20
C 0.292 -0.811 0.532  -0.25
C -0.526 -1.232 -0.558  -0.01
C -1.255 -1.569 -1.480  -0.20
H 4.129 1.069 2.182  0.20
H 3.935 0.973 0.350  0.19
H 1.947 -0.001 2.488  0.20
H 1.860 -0.040 -0.636  0.21
H -0.064 -0.994 1.551  0.23
H -1.816 -1.934 -2.223  0.22
N -2.551 1.164 -2.270  0.12
N -3.401 1.709 -1.559  0.13
O -2.150 -0.553 0.596  -0.51
O -1.903 0.174 -1.563  -0.35
O -3.396 1.131 -0.305  -0.32

As for the HOMO-LUMO gap: 7.851 eV. For the total energy, the calculation gives -16469.701 eV. The largest force on an atom comes out at 6.97 eV/Å. The relative energy (zero: lowest compared OMol25 entry of this formula, charge and spin) comes out at 903.4 kJ/mol.



Record 10
Here is the molecule C7H6N2O4S2 at a distorted geometry from the OMol25 dataset. Energies are from ωB97M-V/def2-TZVPD.

Each line ends with the natural charge from an NBO analysis.
Element x y z (Å)
C 0.791 1.307 2.255  -0.03
C -0.454 1.196 2.677  -0.31
C 1.152 0.789 1.040  -0.32
C -1.459 0.522 1.924  -0.29
C 0.221 0.157 0.254  -0.12
C -1.146 0.099 0.624  0.34
C 0.468 -0.328 -1.126  -0.44
N -1.959 -0.336 -0.372  -0.75
N 1.123 0.332 -2.254  -0.86
O -0.806 -2.540 -1.344  -0.89
O -1.574 -0.956 -2.903  -0.88
O 3.111 -1.002 -1.202  -0.87
O 1.513 -2.243 -2.655  -0.87
S -1.060 -1.147 -1.603  2.26
S 1.851 -1.133 -1.796  2.26
H 1.508 1.859 2.848  0.22
H -0.731 1.715 3.623  0.22
H 2.207 0.862 0.725  0.24
H -2.430 0.480 2.449  0.23
H -2.883 -0.263 -0.060  0.44
H 0.556 0.630 -3.100  0.43

As for the HOMO-LUMO gap (spin up / spin down): 5.525 / 6.054 eV. For the total energy, the calculation gives -40188.827 eV. The largest force on an atom comes out at 6.64 eV/Å. As for the spin multiplicity: 3. The relative energy (zero: lowest compared OMol25 entry of this formula, charge and spin) comes out at 179.2 kJ/mol.



Record 11
Here is a structure of composition C7H6N2O5S at a distorted geometry from the OMol25 dataset. Energies are from ωB97M-V/def2-TZVPD.

Each line ends with the natural charge from an NBO analysis.
Element x y z (Å)
C 3.549 0.911 -0.181  -0.18
C 3.432 -0.387 -0.618  -0.19
C 2.545 1.417 0.551  -0.18
C 2.210 -1.064 -0.677  -0.18
C 1.393 0.625 0.850  -0.17
C 1.168 -0.570 0.171  -0.30
C -4.902 1.132 -0.579  0.63
N -1.397 -0.077 -0.025  -0.44
N -2.572 -0.300 0.098  0.59
O -5.427 2.207 -0.623  -0.54
O -3.620 1.043 -0.407  -0.50
O -3.208 -1.211 0.447  -0.27
O -0.652 -1.689 1.824  -0.87
O -0.647 -2.514 -0.483  -0.87
S -0.406 -1.486 0.466  2.25
H 4.410 1.427 -0.291  0.22
H 4.261 -0.788 -1.146  0.22
H 2.724 2.367 0.902  0.22
H 1.944 -2.016 -1.114  0.24
H 0.563 0.796 1.449  0.23
H -5.367 0.177 -0.614  0.10

As for the HOMO-LUMO gap: 8.545 eV. For the total energy, the calculation gives -31401.990 eV. The largest force on an atom comes out at 4.66 eV/Å. The relative energy (zero: lowest compared OMol25 entry of this formula, charge and spin) comes out at 153.7 kJ/mol.



Record 12
Here is the molecule C7H6N2OS at a distorted geometry from the OMol25 dataset. Energies are from ωB97M-V/def2-TZVPD.

Each line ends with the natural charge from an NBO analysis.
Element x y z (Å)
C 1.817 -0.591 -0.308  -0.25
C 1.162 0.568 -0.475  -0.18
C 1.202 -1.697 0.375  0.08
C -0.221 0.680 0.046  0.11
C -0.827 -0.572 0.423  0.08
C -2.160 -0.896 0.549  -0.15
C -3.258 -0.100 0.301  -0.37
N -0.026 -1.686 0.712  -0.38
N -0.833 1.910 0.176  -0.05
O -1.951 2.242 0.761  -0.46
S -4.620 -0.573 -0.431  0.06
H 2.788 -0.554 -0.663  0.22
H 1.508 1.537 -0.770  0.21
H 1.922 -2.567 0.591  0.20
H -2.227 -1.898 0.707  0.23
H -2.981 1.054 0.519  0.28
H -0.381 2.560 -0.386  0.36

As for the HOMO-LUMO gap (spin up / spin down): 6.293 / 6.162 eV. For the total energy, the calculation gives -23214.175 eV. The largest force on an atom comes out at 3.68 eV/Å. The relative energy (zero: lowest compared OMol25 entry of this formula, charge and spin) comes out at 408.3 kJ/mol. As for the structure (SMILES): [O-]/[NH+]=C1/C=CC=N/C1=C/C=S.